1.
Computed, not measured: a molecular structure, C33H62AlBrCsF8I2MgN4O12SV at a distorted geometry, with ωB97M-V/def2-TZVPD.

Positions of all 127 atoms, in Å:
H 9.60 2.73 1.86
H 5.67 -0.12 -2.10
H 3.45 -2.01 3.30
H -2.38 -0.07 2.76
O -0.67 4.09 -7.31
H 1.98 1.26 -1.55
F 2.41 1.85 -6.48
H -6.72 -3.57 0.59
C -0.13 0.16 -2.01
O 6.53 2.05 2.32
V 2.26 -0.12 7.11
H -2.30 0.64 -1.01
H -5.93 -4.32 2.09
C -0.58 0.63 0.47
C -0.17 3.86 -8.64
H -0.85 4.27 -9.39
H 1.33 3.02 1.48
H -4.46 1.94 3.42
H -3.46 -0.41 0.72
Mg -2.16 2.56 -2.15
H 0.32 4.95 1.07
C 5.20 -1.12 -2.05
C -0.07 2.35 -8.68
H -4.11 0.97 5.43
F -3.50 -10.71 -0.23
C 2.80 1.17 0.26
H 2.72 -0.52 3.82
H 8.87 1.26 2.41
H -4.99 0.35 2.77
H 0.80 4.35 -8.73
O -3.51 -5.16 -5.54
H 4.47 -2.53 -3.59
C -2.15 5.46 2.09
C -0.33 3.02 -6.59
C 0.45 2.84 0.87
H -0.81 -0.18 1.14
H 1.70 -1.56 1.74
C -4.19 0.90 3.26
H -3.99 1.24 0.60
F -5.57 -10.30 -2.02
N 7.42 4.01 1.59
F -2.81 5.66 3.25
H 3.46 0.47 -0.24
H -5.96 -0.49 5.13
C -6.08 -3.38 1.48
H -4.66 -1.30 5.92
H -2.32 -1.77 -3.81
Al -4.00 -9.84 -1.59
N 1.57 1.32 -0.59
H -4.49 -2.90 4.38
O -6.73 -2.42 2.25
H -0.99 1.87 -9.02
H -2.97 -0.14 4.74
H 4.80 0.14 1.85
I 0.35 1.60 -3.54
C -3.15 0.61 0.90
H -2.12 2.13 -0.12
H -5.12 -2.94 1.13
H 4.69 2.13 0.37
F -2.94 -10.08 -2.86
H 3.64 2.93 -0.77
O -0.43 2.99 -5.37
O -1.85 -3.87 -5.99
H 1.54 3.42 -0.95
C -5.00 -2.04 3.95
C 2.71 0.73 1.72
C 1.52 -3.35 0.69
H 3.42 3.15 0.99
H 2.29 -1.07 -0.62
H -0.89 4.29 0.02
F -3.10 5.47 1.09
H -7.17 -1.90 4.14
C -6.44 -2.52 3.63
H -2.21 3.43 1.76
H 6.03 -1.80 -1.76
N 8.78 2.21 2.10
C -1.70 -0.89 -3.77
O -2.37 -4.29 -3.95
H 5.75 -1.45 -4.15
H 1.01 -3.79 -0.17
C -3.99 0.24 4.64
C 3.62 -0.94 3.38
C -1.44 4.12 2.06
O -0.14 1.65 1.37
C -0.38 4.13 0.97
H 1.76 0.34 2.06
O 0.13 2.04 -7.30
S 0.99 -4.40 2.09
C 1.07 -1.90 0.93
F -1.35 6.51 1.86
H 4.46 -0.70 4.02
H -4.48 -1.79 3.03
H -6.61 -3.53 3.99
H -2.28 1.65 2.64
C -1.99 1.03 -0.05
H 0.76 1.99 -9.28
C -2.91 0.81 2.40
O 1.32 -0.40 5.72
H 2.59 -3.43 0.61
C -4.97 -0.89 4.96
H 1.87 -4.05 3.03
H 0.94 -1.85 -1.15
H 3.70 -1.06 1.25
N -2.58 -4.45 -5.17
Cs -4.22 -4.36 0.31
H 2.92 1.59 2.35
C 4.85 -1.51 -3.53
F -4.02 -8.19 -1.17
H -0.97 -0.92 -4.57
H -1.05 3.89 3.04
I -1.80 -2.17 -1.09
H 8.22 4.57 1.34
C -1.06 -0.73 -2.42
O 3.10 0.19 8.52
C 0.92 2.63 -0.54
H 0.04 2.63 -1.17
C 3.82 -0.28 2.00
C 0.50 0.21 -0.59
H 4.11 -0.83 -3.94
C 7.51 2.71 2.02
Br 2.94 1.37 -3.28
C 1.23 -1.13 -0.39
H 0.05 -2.00 1.25
H 6.51 4.41 1.53
O 4.09 -1.21 -1.30
H -2.35 -0.02 -3.95
C 3.66 2.45 0.21

The calculation puts the HOMO energy at -7.554 eV. Its HOMO-LUMO gap is 1.31 eV. For the total energy, the calculation gives -8189.1187 hartree.

=====

2.
Computed, not measured: a molecular structure, C33H63CoN2Sb3Si2, with ωB97M-V/def2-TZVPD.

Positions of all 104 atoms, in Å:
C -2.32 3.40 0.15
H -2.51 -3.75 0.82
H -3.81 0.42 -0.93
H -0.85 5.77 4.18
C 4.16 2.08 1.57
C -1.76 -2.97 0.96
Si -0.06 -3.53 0.34
H 4.01 1.65 2.56
H 1.06 -0.86 -5.97
C -0.23 -4.24 -1.40
C -2.13 1.80 -4.38
Si 2.62 1.95 0.49
H 2.26 1.23 4.08
C -2.69 1.73 2.85
H 0.66 2.24 6.08
H 0.09 -2.21 -4.15
H -2.67 -1.04 -5.41
H -2.43 4.38 2.91
H 3.01 -0.26 3.48
H -3.63 2.27 2.71
H -0.52 -2.98 4.05
C 2.22 0.15 4.10
C 0.03 4.09 5.20
C -3.81 0.55 0.15
Co 0.19 -0.30 0.59
H -1.86 -0.02 4.83
H -2.05 3.51 -0.90
H 4.90 -3.83 -1.14
C -3.52 -2.50 -2.38
C 4.86 -1.69 -0.95
H -1.41 1.61 -5.17
H 0.57 0.63 -5.18
H -0.12 -5.86 1.15
H 2.48 -1.38 -4.04
C -0.31 2.35 -2.71
C 0.43 -2.46 4.17
H 5.02 1.59 1.12
H 3.44 3.81 -0.94
H -2.32 1.77 -2.26
N 1.98 0.36 0.30
Sb -1.97 1.40 0.83
H -2.83 -3.34 -2.35
H 2.60 -4.11 -0.32
H -2.10 -2.09 0.42
H -2.93 0.75 3.26
C -0.87 0.43 4.87
H 3.87 2.26 -1.66
H 0.50 2.12 -3.41
H -4.48 -2.87 -2.74
Sb -1.14 -0.56 -2.48
H -0.65 -0.47 -5.81
C -1.55 1.51 -3.00
C 0.46 -4.98 1.42
H 4.53 0.40 -0.68
C 0.33 -1.16 -3.97
H -0.38 -3.46 -2.15
H 1.95 -0.05 -3.01
H -2.42 2.86 -4.45
C -3.00 -1.38 -3.28
C 3.02 -3.11 -0.38
H 1.80 -1.71 -2.44
H 5.87 -1.55 -1.32
H 2.23 2.87 -1.81
H -3.87 -2.28 -5.04
H -3.02 1.20 -4.58
H -3.66 -2.16 -1.35
H -1.72 -2.74 2.03
H 4.41 3.14 1.70
C 4.09 -0.59 -0.57
C 4.32 -2.96 -0.85
H -3.94 -0.43 0.62
C -1.75 2.52 3.72
C 3.08 2.80 -1.13
H 0.68 -4.79 -1.68
H -0.42 0.19 5.83
H 1.52 -5.23 1.29
C 0.31 -0.42 -5.30
N 0.91 -2.12 0.42
H 0.66 -2.38 5.23
Sb 0.35 -0.51 3.34
H -3.38 3.63 0.28
C 1.71 -1.07 -3.32
H 2.32 -0.20 5.13
H 0.50 3.27 0.58
H -4.64 1.20 0.44
H 0.08 2.17 -1.70
H 0.73 4.68 5.77
H 0.86 2.59 2.19
C 2.23 -2.02 -0.01
H -2.15 -2.63 -4.85
H 1.75 3.99 1.59
C -0.01 2.72 5.36
C -0.89 1.91 4.64
C 1.30 3.04 1.29
H -1.72 4.08 0.74
H -1.06 -4.94 -1.46
H 1.21 -3.02 3.67
C -0.85 4.69 4.31
H -0.52 3.42 -2.81
C -2.91 -1.85 -4.73
H -3.69 -0.54 -3.22
C 2.80 -0.72 -0.09
H 0.29 -4.79 2.48
C -1.73 3.91 3.59

The calculation puts the HOMO energy (alpha / beta) at -6.185 / -6.327 eV. Its HOMO-LUMO gap (alpha / beta) is 6.65 / 6.57 eV. For the total energy, the calculation gives -4087.2754 hartree. Its spin multiplicity is 4.

=====

Question: Look up the total energy of the first one.
Answer: -8189.1187 hartree